(1)
This record from the OMol25 dataset describes a cluster of 6 separate species, C10H33BClN4O11P2 in total. The level of theory is wB97M-V/def2-TZVPD.

Geometry as XYZ:
```
62
Properties=species:S:1:pos:R:3:forces:R:3
C 2.6444 -1.8232 -1.2665 -0.2159 1.3474 0.0435
C 2.2448 -0.8817 -2.5198 1.6930 -1.0927 0.4693
O 0.8108 -0.7134 -2.5475 -0.3295 1.3116 -0.0996
C 0.4163 0.6120 -2.1493 1.5096 -0.2311 -1.4876
N 0.9446 0.8620 -0.7892 -0.1646 0.7610 0.0508
C 0.4219 0.5295 0.3828 0.2512 0.1665 2.3280
N 1.1199 0.8538 1.6217 -5.6589 -2.9558 0.1020
C 0.1602 0.3207 2.5589 0.0216 -0.2947 -3.5070
P 0.6859 0.5116 4.3682 1.5003 -0.5176 1.2582
O 1.2872 -1.0388 4.8043 -0.6546 2.0851 -0.9728
Cl -0.9593 0.8259 5.6310 0.4997 -0.6823 -1.1992
N -0.9960 -0.2414 1.9385 2.8481 1.1277 2.3304
B -2.1381 -0.8080 2.7236 -3.2609 -1.4881 1.4922
O -1.8937 -1.7525 3.7537 0.1085 1.9060 -1.6413
O -3.5114 -0.4021 2.5280 2.5739 -0.7642 -0.3866
N -0.8247 -0.1292 0.5772 3.6578 2.3015 -1.9843
P -2.1300 -0.7400 -0.4525 -4.4632 -2.8354 1.4539
O -1.6464 -1.9849 -1.5005 -0.3026 3.0095 -0.1131
O -2.9964 0.4889 -1.2481 2.4114 -0.6134 0.3681
H 3.3130 -1.2367 -0.5517 -0.8532 -0.9813 -1.0103
H 1.6749 -2.0222 -0.7110 1.1828 -0.1989 -0.7346
H 3.1917 -2.7663 -1.5769 -0.8974 1.2236 0.4579
H 2.6461 -1.4040 -3.4574 -1.1578 0.8760 1.0384
H 2.8081 0.1168 -2.4609 -0.9600 -1.2262 -0.1059
H 0.9691 1.3233 -2.8613 -0.8407 -0.5854 1.2992
H -0.6847 0.8255 -2.2919 1.1429 -0.6886 0.5632
H 1.8522 1.3507 -0.7400 -0.8533 -0.5072 0.1571
H 2.2527 -0.8742 4.9096 -0.7708 -0.2409 0.0611
H -2.6543 -1.7883 4.3683 0.5157 -0.0069 -0.4807
H -4.0752 -1.1920 2.4162 0.2350 0.5726 0.2151
H -2.2362 -1.9684 -2.2953 0.6459 -0.0868 0.4465
H -3.1366 1.2263 -0.5940 -0.0779 -0.3978 -0.5663
C 6.3155 -1.8198 -0.8913 0.0344 -0.2513 0.1702
O 5.2378 -2.2128 -0.0514 0.2350 -0.2037 0.2535
H 6.0340 -0.9092 -1.4211 -0.0476 -0.0601 0.0734
H 7.2044 -1.6251 -0.2864 0.1053 0.0795 -0.1961
H 6.5258 -2.6091 -1.6171 0.1526 0.1392 -0.0915
H 5.5127 -3.0199 0.4057 -0.0568 0.1559 0.0949
C -5.9113 -0.4126 -3.8793 0.1694 0.1099 0.1578
O -5.4823 -1.3052 -2.8593 0.2533 -0.1348 0.1715
H -6.6167 -0.9329 -4.5261 0.0830 -0.0295 0.1203
H -6.4044 0.4532 -3.4302 -0.0571 0.0660 -0.1958
H -5.0523 -0.0860 -4.4714 -0.1398 0.1107 -0.1509
H -4.8603 -0.8215 -2.3013 -0.2296 -0.0261 -0.0393
C -2.3931 3.7892 -2.6854 -0.0635 0.2260 0.0695
O -1.8775 3.4362 -1.4060 0.1246 -0.2026 0.2752
H -2.2559 2.9471 -3.3636 0.0048 0.0197 0.1252
H -3.4584 4.0175 -2.6047 0.0012 -0.0025 -0.2083
H -1.8553 4.6569 -3.0741 -0.1069 -0.0428 -0.1627
H -2.0108 4.1957 -0.8270 0.0754 -0.1526 -0.0440
C -3.7556 3.8889 1.4101 -0.2919 -0.0180 -0.0607
O -4.3988 2.7044 0.9552 0.1402 -0.1797 -0.2015
H -2.6886 3.6892 1.5148 -0.0899 -0.0794 0.0070
H -3.9048 4.6907 0.6816 0.1069 0.1645 0.1373
H -4.1643 4.1843 2.3788 0.1625 0.1542 -0.0191
H -5.3387 2.9030 0.8697 0.1239 -0.1658 -0.0035
C 6.2961 -2.4396 3.2572 -0.2270 0.1310 -0.0225
O 5.6375 -3.6123 2.8001 -0.1081 -0.1452 -0.2621
H 7.3626 -2.6444 3.3445 -0.1255 -0.0939 -0.0143
H 6.1411 -1.6282 2.5410 0.1263 0.1329 0.1040
H 5.9018 -2.1546 4.2361 0.1786 0.1434 0.0337
H 4.6986 -3.4027 2.7325 0.1304 -0.1382 0.0331
```
Positions in Å, forces in eV/Å.

Values from the calculation:
frontier orbital gap = 7.927 eV
total charge = +1

=====

(2)
This record from the OMol25 dataset describes the ion CH3O2S with charge -1. The level of theory is wB97M-V/def2-TZVPD.

Geometry as XYZ:
```
7
Properties=species:S:1:pos:R:3:forces:R:3
C -0.1885 0.0010 0.0607 -4.2769 1.5750 -0.1735
O -2.6662 1.3285 -0.3120 1.8777 -4.7525 2.3989
O -2.4063 -1.4196 -0.3807 -0.8980 -2.3664 -1.5699
S -2.0756 -0.3004 0.4573 0.4758 6.7716 -1.3297
H 0.1160 0.5484 0.8595 1.2991 1.2695 2.7897
H -0.2748 0.7491 -0.6819 -0.0290 0.3117 -1.4219
H 0.3665 -0.8172 -0.1395 1.5512 -2.8089 -0.6936
```
Positions in Å, forces in eV/Å.

Values from the calculation:
frontier orbital gap = 7.354 eV
total charge = -1
ΔE to the lowest compared entry with this formula, charge and spin = 3.458 eV

=====

(3)
This record from the OMol25 dataset describes a cluster of 6 separate species, C43H62F17N4O5 in total. The level of theory is wB97M-V/def2-TZVPD.

Geometry as XYZ:
```
131
Properties=species:S:1:pos:R:3:forces:R:3
C -4.6308 3.8828 0.0958 0.2151 0.0786 0.2736
C -4.7204 3.0866 0.9872 0.0162 -0.1220 0.0521
C -4.7818 2.1187 2.0999 0.2123 0.2750 -0.7629
C -3.5365 1.2261 2.0666 -0.4784 0.3653 -0.1443
C -3.2015 0.7331 0.8032 0.5670 -0.4881 0.5489
C -2.1107 -0.1042 0.6483 -0.2050 0.1143 -0.4392
C -1.7843 -0.6523 -0.7242 0.0195 -0.1753 0.5976
C -0.7214 -1.7547 -0.7565 0.3128 0.1608 -0.5513
C 0.7090 -1.2514 -1.0087 -0.2786 0.1020 -0.0338
C 0.9100 -0.5727 -2.3704 0.1861 -0.4528 0.0452
N 1.2774 -1.5659 -3.4149 0.2526 0.3120 -0.2107
C 2.7144 -1.6414 -3.6014 -0.2072 -0.2040 0.0192
N 3.3808 -0.9185 -4.3943 -0.1868 -0.0315 0.1028
N 3.3617 -2.6343 -2.8219 -0.4899 0.3472 0.0248
C -1.3547 -0.3784 1.7697 -0.1299 -0.1298 -0.6111
N -1.6496 0.1101 2.9745 -0.1437 -0.0228 0.2477
C -0.7007 -0.2910 4.0533 0.9652 0.2540 0.1679
C 0.7686 -0.2033 3.6000 -0.4882 -0.7033 -0.2597
C -2.7579 0.8852 3.1633 0.1192 -0.0750 -0.2125
C -3.1447 1.3495 4.5677 -0.2947 0.0451 -0.0135
F -2.7459 0.4826 5.5195 0.0059 0.1031 0.0646
F -4.4963 1.3718 4.6546 0.1139 -0.0561 -0.0814
C -2.6995 2.8009 4.9596 -0.0577 0.0959 0.3086
F -3.2948 3.0803 6.1270 0.0788 -0.0851 -0.0091
F -3.1592 3.6575 4.0261 -0.0123 -0.0678 -0.1044
C -1.1806 3.0433 5.1016 -0.1209 0.4178 0.1941
F -0.7320 2.3139 6.1360 0.0903 -0.0900 -0.0028
F -0.5818 2.6299 3.9642 0.0549 -0.1828 -0.0576
C -0.7986 4.5529 5.3061 0.5324 -0.2257 -0.5166
F -1.6576 5.1590 6.1170 -0.2130 0.0376 0.0904
F -0.8353 5.1306 4.0867 -0.2145 -0.0177 0.1287
C 0.6432 4.7143 5.8815 -0.2798 0.0447 0.7003
F 0.5563 4.4627 7.2028 -0.0054 0.0648 -0.1867
F 1.4657 3.7957 5.3481 -0.0017 -0.0468 -0.1486
C 1.2465 6.1557 5.7008 0.3907 -0.1729 0.1936
F 1.8924 6.4544 6.8406 0.0170 -0.0464 -0.0848
F 0.2683 7.0536 5.5342 -0.1452 -0.0077 -0.0649
C 2.3092 6.3296 4.5715 -0.2201 0.4553 -0.1847
F 2.6775 7.6249 4.6192 -0.0453 -0.0548 0.0405
F 3.3786 5.5761 4.8371 0.0282 -0.2029 0.0252
C 1.8554 6.0743 3.1085 0.5944 0.2513 -0.1551
F 1.5595 4.7942 2.8977 -0.0957 -0.1422 -0.0247
F 2.8687 6.4033 2.3027 -0.1583 -0.0890 0.1129
F 0.8110 6.8303 2.8055 -0.1322 0.0100 -0.0390
H -4.4629 4.6672 -0.6050 -0.1736 -0.0998 -0.1257
H -5.6533 1.4770 1.9476 -0.0773 0.0099 0.2829
H -4.8906 2.7027 3.0011 -0.1567 -0.2334 0.1192
H -3.8001 0.9598 -0.0653 -0.0871 0.2015 0.0720
H -1.4840 0.2108 -1.3227 -0.0015 -0.0536 -0.1419
H -2.7247 -1.0188 -1.1409 -0.0393 0.0641 0.0021
H -0.7262 -2.3590 0.1519 -0.1973 -0.0927 -0.0345
H -0.9687 -2.4267 -1.5809 -0.0059 -0.0744 0.0583
H 1.3700 -2.1177 -0.9944 0.0989 0.0664 0.2032
H 1.0275 -0.5694 -0.2116 -0.0117 -0.0116 0.0188
H 0.0080 -0.0708 -2.7210 -0.0681 -0.0110 0.1227
H 1.6786 0.2012 -2.2770 0.0260 0.0070 -0.1024
H 0.8743 -1.2607 -4.2933 0.0242 -0.0455 -0.0077
H 2.7561 -0.2460 -4.8387 0.1649 0.0961 -0.0367
H 3.7066 -2.2291 -1.9591 0.3407 -0.1552 -0.1011
H 2.6914 -3.3617 -2.6061 0.0452 0.0360 0.1938
H -0.5014 -1.0300 1.6674 0.0577 0.0399 0.3569
H -0.9557 -1.3029 4.3590 -0.1266 0.0123 0.0387
H -0.7932 0.3622 4.9028 -0.2599 -0.0326 -0.0620
H 1.0622 -1.1340 3.1110 0.1349 0.1248 -0.0722
H 1.4053 -0.0983 4.4743 -0.0040 0.1745 0.0244
H 0.9230 0.6148 2.9001 0.1015 0.1641 0.1618
C 7.6833 -1.3778 -6.4322 0.0149 -0.0901 -0.0522
C 7.8402 -0.5234 -7.6879 -0.0090 0.0375 0.0634
C 6.8085 -1.1507 -8.6135 -0.0084 -0.1012 0.0207
O 5.7580 -1.6453 -7.7773 0.0430 0.0093 -0.0013
C 6.1807 -1.6258 -6.4090 0.0165 0.1035 -0.0404
H 8.0428 -0.8946 -5.5240 -0.0093 0.0152 -0.0007
H 8.2219 -2.3214 -6.5532 -0.0010 0.0074 0.0109
H 7.5706 0.5136 -7.4701 0.0041 -0.0059 -0.0119
H 8.8439 -0.5332 -8.1066 -0.0631 0.0153 -0.0371
H 7.2367 -1.9911 -9.1708 0.0329 0.0322 -0.0246
H 6.3904 -0.4407 -9.3284 -0.0386 -0.0177 0.0009
H 5.6504 -0.8238 -5.8909 0.0107 -0.0289 0.0767
H 5.9100 -2.5716 -5.9381 -0.0564 -0.0011 -0.0243
C -7.5636 -1.3779 -0.5965 -0.0488 0.0668 0.1022
C -7.3355 -0.2361 -1.5834 -0.0124 -0.1494 -0.0907
C -5.8689 0.0726 -1.3417 0.0470 0.0770 0.0369
O -5.2378 -1.1578 -0.9635 -0.0302 0.1309 0.0135
C -6.2506 -2.1388 -0.6843 -0.0123 -0.1083 -0.0559
H -8.4247 -1.9982 -0.8399 0.0094 -0.0149 -0.0261
H -7.7007 -0.9814 0.4112 -0.0060 -0.0073 -0.0096
H -7.4886 -0.5777 -2.6091 0.0134 0.0061 0.0066
H -7.9786 0.6251 -1.4116 0.0123 0.0064 0.0221
H -5.7615 0.7865 -0.5159 -0.0975 0.0797 -0.0590
H -5.3654 0.4794 -2.2206 0.0535 -0.0200 0.0159
H -6.2620 -2.8691 -1.4989 -0.0032 0.0001 0.0085
H -5.9954 -2.6550 0.2420 0.0441 0.0204 0.0035
C 12.8409 0.5901 -7.3175 0.0506 -0.0764 -0.0229
C 12.9836 1.4564 -8.5652 -0.0293 0.0856 0.0330
C 11.9562 0.8273 -9.4950 -0.0067 -0.0854 -0.0425
O 10.9119 0.3184 -8.6583 0.1673 0.0476 0.0430
C 11.3416 0.3309 -7.2931 -0.0645 0.0655 -0.0066
H 13.1997 1.0682 -6.4073 -0.0076 0.0143 -0.0013
H 13.3844 -0.3484 -7.4475 -0.0069 0.0038 0.0081
H 12.7070 2.4887 -8.3392 0.0038 -0.0059 -0.0095
H 13.9874 1.4576 -8.9868 0.0028 -0.0176 -0.0007
H 12.3880 -0.0053 -10.0597 0.0284 0.0258 -0.0158
H 11.5290 1.5396 -10.2013 -0.0449 -0.0203 0.0029
H 10.8087 1.1302 -6.7661 0.0195 -0.0143 0.0380
H 11.0816 -0.6216 -6.8291 -0.0349 -0.0078 -0.0272
C -0.5664 -5.1109 4.1348 -0.0851 0.0413 0.0432
C -1.1501 -6.0308 3.0665 0.0979 -0.0355 -0.0372
C -1.5897 -5.0362 2.0037 -0.1103 0.0233 -0.0210
O -0.6773 -3.9287 2.0864 0.0153 0.1625 0.1412
C 0.1025 -4.0420 3.2841 0.0728 -0.1483 -0.1011
H 0.1297 -5.6075 4.8079 0.0092 -0.0063 -0.0099
H -1.3682 -4.6735 4.7347 0.0100 -0.0039 0.0023
H -0.3721 -6.6866 2.6713 -0.0149 -0.0030 -0.0016
H -1.9691 -6.6516 3.4236 -0.0106 0.0126 0.0103
H -2.6026 -4.6677 2.1959 -0.0078 -0.0289 0.0002
H -1.5559 -5.4472 0.9952 0.0269 0.0514 -0.0223
H 1.1222 -4.3313 3.0116 0.0148 0.0161 0.0424
H 0.1421 -3.0705 3.7807 0.0052 -0.0046 -0.0236
C -9.9564 -1.2478 4.4356 -0.0737 0.0312 -0.0493
C -9.7988 -2.6132 3.7716 0.0700 -0.0290 0.0618
C -9.1164 -2.2436 2.4632 -0.0493 0.0663 -0.0276
O -8.3157 -1.0857 2.7404 0.0230 -0.0192 0.0258
C -8.6668 -0.5540 4.0234 0.0567 -0.0429 0.0333
H -10.0801 -1.2975 5.5158 0.0099 -0.0111 0.0034
H -10.8180 -0.7237 4.0170 0.0087 0.0048 0.0095
H -9.1458 -3.2501 4.3724 -0.0078 -0.0039 -0.0103
H -10.7401 -3.1379 3.6202 -0.0096 0.0135 -0.0074
H -9.8486 -1.9839 1.6917 -0.0150 -0.0417 0.0065
H -8.4737 -3.0366 2.0780 0.0311 0.0304 -0.0112
H -7.8561 -0.7738 4.7269 -0.0222 0.0143 0.0295
H -8.7725 0.5285 3.9430 0.0191 0.0039 -0.0432
```
Positions in Å, forces in eV/Å.

Values from the calculation:
frontier orbital gap = 6.055 eV
total charge = +1

=====

(4)
This record from the OMol25 dataset describes a structure of composition C25H45NOP2V. The level of theory is wB97M-V/def2-TZVPD.

Geometry as XYZ:
```
75
Properties=species:S:1:pos:R:3:forces:R:3
V -0.6622 0.0979 -0.9945 -2.6703 -1.1869 7.2150
C -2.0398 1.5795 0.5225 -1.0554 -0.8921 -0.6879
C -2.6895 0.7069 -0.4416 1.1811 -0.0355 0.5673
C -2.0919 -0.5423 1.4383 -0.6142 0.5266 -0.8763
C -1.7272 0.8105 1.6729 -0.2554 -0.5045 -0.4147
C -2.6297 -0.6381 0.1213 -0.1169 1.3442 -0.0575
C -2.1612 3.0585 0.5048 0.1652 0.5223 -0.3842
H -2.2421 3.4200 -0.5313 0.0757 0.0419 0.3627
H -1.3211 3.5608 0.9984 -0.1176 -0.0746 -0.1608
H -3.0849 3.3732 1.0202 0.2759 -0.1731 -0.1132
C -1.3195 1.3823 2.9773 0.6623 0.1219 0.3949
H -0.8574 2.3657 2.8448 -0.0506 -0.1543 0.0566
H -0.5938 0.7458 3.5055 -0.2313 0.1458 -0.1487
H -2.1857 1.5181 3.6407 0.0983 -0.0937 -0.1885
C -2.1795 -1.6610 2.4055 0.5747 -0.2771 0.2557
H -3.2268 -1.9934 2.5333 0.4158 0.1944 -0.0907
H -1.7774 -1.3686 3.3823 -0.1300 -0.1395 -0.1655
H -1.5937 -2.5188 2.0313 -0.1971 0.1899 0.1433
C -3.3243 -1.8254 -0.4170 -0.1859 -0.6737 -0.3806
H -3.7647 -1.6378 -1.4071 0.0246 -0.0414 0.4082
H -4.1243 -2.1142 0.2805 0.0759 0.0039 -0.2631
H -2.6603 -2.6962 -0.5123 -0.1003 0.1239 0.1308
C -3.4727 1.1717 -1.6131 -0.7704 0.2283 -0.3566
H -4.4771 1.5218 -1.3095 0.3801 -0.0220 -0.1567
H -3.6130 0.3489 -2.3226 -0.1778 0.4040 0.1355
H -2.9542 1.9921 -2.1372 -0.3330 -0.2594 0.1471
C 1.0778 0.9533 -1.4410 1.4384 3.9426 -1.4118
C -0.0086 1.7618 -1.9250 2.8774 0.7106 -0.2909
C -0.3675 1.8212 -3.3873 -0.6145 0.2987 -0.5628
C -1.0174 0.5173 -3.9163 -0.2506 0.5659 -0.7938
C -1.3498 -0.4939 -2.8422 1.2506 -2.8891 -1.7237
C -0.3289 -1.3540 -2.2875 -1.6430 -1.1166 -3.2622
C 1.0873 -1.2685 -2.7792 0.7644 -0.4296 -0.0861
C 1.8609 -0.0173 -2.2867 0.7591 -0.4450 0.1007
H 0.5107 2.0683 -4.0148 -0.2117 -0.0705 0.5004
H -0.3624 0.0666 -4.7027 -0.4272 0.0845 0.6737
H -1.0769 2.6602 -3.5305 0.3524 -0.4485 0.0910
H 2.3019 0.4862 -3.1672 -0.3302 0.1567 0.4098
H 1.6253 1.4276 -0.6129 -0.3965 -0.5120 0.0174
H -0.1809 2.6756 -1.3592 0.0023 -0.1895 0.1324
H 2.7183 -0.3666 -1.6854 -0.4192 0.2071 -0.1889
H 1.6356 -2.1678 -2.4331 -0.4235 0.5697 -0.2957
H -0.6373 -2.3418 -1.9195 -0.0989 0.5360 0.2449
H 1.0994 -1.2941 -3.8959 -0.1975 -0.0071 0.7630
H -1.9503 0.8058 -4.4427 0.4721 -0.3331 0.3367
H -2.3126 -0.9753 -2.9910 -0.0350 0.2172 0.6786
P 2.5356 3.1972 1.2797 -0.1896 0.0633 0.1534
C 2.1292 3.6378 3.0192 -0.1017 -0.1766 -0.0813
H 2.9704 4.1326 3.5212 -0.2275 -0.0775 -0.0379
H 1.8612 2.7151 3.5493 0.1212 0.2299 0.0185
H 1.2502 4.2958 3.0155 0.2298 -0.0846 0.0877
C 4.1752 2.4064 1.5134 -0.1159 -0.1690 -0.0850
H 4.8578 3.0473 2.0861 -0.0954 -0.1977 -0.1174
H 4.6068 2.1798 0.5301 0.0222 0.0812 0.2290
H 4.0081 1.4522 2.0333 0.1645 0.2637 -0.0701
C 2.9938 4.8529 0.6231 -0.0243 -0.1270 -0.2411
H 2.9971 4.7823 -0.4722 0.1530 0.1871 0.2170
H 3.9783 5.1840 0.9780 -0.2744 0.0400 -0.0501
H 2.2167 5.5735 0.9081 0.2401 -0.0952 -0.0559
P 0.4760 -4.0907 0.8187 0.0068 0.3007 -0.2433
C 0.0932 -5.6822 -0.0150 -0.2442 0.0041 -0.1262
H 1.0084 -6.1220 -0.4320 -0.3507 -0.1645 0.2212
H -0.5992 -5.4628 -0.8416 0.1622 -0.2898 0.2199
H -0.3916 -6.3643 0.6913 0.0356 -0.0033 -0.2603
C 2.1255 -3.8189 0.0340 0.0967 0.1410 -0.1078
H 2.0254 -3.1069 -0.7968 0.1260 -0.2438 0.2824
H 2.5072 -4.7739 -0.3553 0.1366 0.3993 0.1755
H 2.8286 -3.3985 0.7628 -0.0794 -0.0430 -0.2075
C 0.9820 -4.5922 2.5088 -0.1107 -0.1213 0.0536
H 1.4009 -5.6071 2.5082 0.0391 0.2869 0.2137
H 0.0971 -4.5475 3.1594 0.2887 -0.1753 -0.1014
H 1.7082 -3.8591 2.8876 -0.1385 -0.2912 -0.0576
O 1.8951 -0.3214 2.2577 -1.1892 -0.5243 -1.4113
C 1.2000 -0.5509 1.3099 0.7258 0.2897 0.5174
N 0.5124 -0.7809 0.3439 0.8011 0.3299 0.1596
```
Positions in Å, forces in eV/Å.

Values from the calculation:
frontier orbital gap (spin up / spin down) = 6.191 / 5.167 eV
2S+1 = 3
total charge = +1

=====

Result set for max |F|: 6.39; 6.92; 1.01; 7.78 eV/Å, one per record in the order listed.